1.
Molecular formula: C3H7ClN2
Method: DFT, ωB97M-V with the def2-TZVPD basis set

XYZ file:
```
13
Properties=species:S:1:pos:R:3
H 1.0350 1.7914 -2.0779
N 1.7217 1.2711 -1.6053
C 1.1577 0.3066 -0.9910
N -0.1979 -0.0463 -0.8295
C -0.6636 -0.9074 0.1858
C -0.5274 -0.1803 1.5121
Cl -1.3777 1.3968 1.3456
H 1.8068 -0.4615 -0.5491
H -0.7998 0.6817 -1.1879
H -1.7375 -1.2124 0.0191
H -0.0812 -1.8886 0.2062
H 0.5845 0.0277 1.6638
H -0.9206 -0.7787 2.3080
```

HOMO: -9.2 eV
E_tot: -688.189468 Ha
Gap between HOMO and LUMO: 10.06 eV
Largest force on an atom: 0.0655 hartree/bohr
Structure (SMILES): [H]/N=C\NCCCl
2S+1: 1
Lowest unoccupied orbital energy: 0.032 Eh

---

2.
Molecular formula: C20H16N4O2S
Method: DFT, ωB97M-V with the def2-TZVPD basis set

XYZ file:
```
43
Properties=species:S:1:pos:R:3
O -1.7542 2.7880 0.1206
C -0.6122 3.1801 0.1142
C 0.2491 3.0961 -1.1427
S -0.1803 1.5925 -2.0684
C -0.0090 0.5196 -0.7227
N 0.4762 0.8595 0.4431
N 0.4058 -0.2152 1.2336
C -0.1035 -1.2081 0.5516
C -0.3286 -2.5324 1.0933
C -0.1992 -3.7022 0.3469
C -0.4334 -4.9176 0.9675
C -0.7752 -4.9215 2.3112
N -0.8775 -3.8180 3.0349
C -0.6607 -2.6611 2.4473
N -0.3980 -0.7859 -0.7272
C -1.0303 -1.4691 -1.8211
C -0.0246 -2.1365 -2.7089
C 1.2788 -1.8435 -2.9798
C 1.7179 -2.8275 -3.9009
C 0.6502 -3.6381 -4.1198
O -0.4107 -3.2310 -3.3988
C 0.0385 3.7858 1.2945
C -0.3925 3.3746 2.5543
C 0.1871 3.8961 3.6943
C 1.1867 4.8494 3.5879
C 1.6054 5.2789 2.3385
C 1.0428 4.7461 1.1937
H 0.0337 3.9326 -1.8089
H 1.3097 3.0553 -0.9041
H 0.1103 -3.6715 -0.6870
H -0.3412 -5.8422 0.4189
H -0.9673 -5.8462 2.8388
H -0.7483 -1.7774 3.0632
H -1.7298 -2.2155 -1.4311
H -1.5992 -0.7234 -2.3928
H 1.8538 -1.0349 -2.5779
H 2.6931 -2.9103 -4.3336
H 0.5173 -4.5040 -4.7366
H -1.1699 2.6291 2.6152
H -0.1405 3.5616 4.6671
H 1.6392 5.2614 4.4779
H 2.3769 6.0305 2.2570
H 1.3671 5.1003 0.2262
```

HOMO: -8.4 eV
E_tot: -1539.402041 Ha
Gap between HOMO and LUMO: 8.86 eV
Largest force on an atom: 0.0251 hartree/bohr
Structure (SMILES): O=C(CSc1nnc(-c2cccnc2)n1Cc1ccco1)c1ccccc1
2S+1: 1
Lowest unoccupied orbital energy: 0.017 Eh

---

3.
Molecular formula: C18H32CrO3S2
Method: DFT, ωB97M-V with the def2-TZVPD basis set

XYZ file:
```
56
Properties=species:S:1:pos:R:3
Cr 0.2629 -0.3332 -0.2117
C 5.1238 -0.7886 -0.2953
C 4.5293 0.1769 0.4772
C 3.1904 0.3883 0.3407
C 2.3452 -0.3544 -0.5105
C 3.0453 -1.2376 -1.3634
C 4.4016 -1.5326 -1.1977
H 6.1872 -0.9073 -0.1977
H 5.0735 0.7445 1.2590
H 2.7394 1.1426 1.0002
H 2.5591 -1.8281 -2.1073
H 4.9186 -2.2389 -1.8569
C -4.1646 -1.6196 -1.1380
C -3.4844 -1.5026 0.2607
S -2.5881 0.0062 0.5876
O -1.8606 0.2620 -0.7688
C -3.7813 1.3236 0.8380
C -4.7730 1.6696 -0.2351
H -4.5590 -0.7048 -1.5747
H -4.9621 -2.4152 -1.0486
H -3.4725 -2.0522 -1.8406
H -2.6821 -2.1728 0.4288
H -4.2210 -1.6434 1.0460
H -3.1596 2.1703 1.1883
H -4.2313 0.9072 1.7610
H -4.2773 1.7489 -1.2376
H -5.3325 2.5783 0.0342
H -5.5153 0.8785 -0.3989
O 0.3240 1.7589 0.1084
S 0.7498 2.7051 -1.0079
C -0.4413 4.0849 -0.9628
C 0.1322 5.1941 -0.0955
C 1.3372 4.5324 0.7344
C 2.0638 3.6872 -0.2928
H -1.3536 3.7513 -0.5022
H -0.5965 4.4525 -1.9663
H -0.5833 5.7211 0.4993
H 0.6108 5.9286 -0.7513
H 1.0570 3.9196 1.5690
H 1.9667 5.3607 1.0744
H 2.8364 2.9774 0.0167
H 2.5107 4.3348 -1.0756
C -0.6380 -4.1982 1.2873
C 0.3487 -3.3132 0.5259
C 0.9815 -3.8872 -0.7229
C 1.4948 -3.0528 1.4870
O -0.2524 -2.1032 0.1843
H -0.2650 -5.1867 1.4416
H -1.5434 -4.3556 0.6762
H -0.8381 -3.7424 2.2514
H 1.3388 -4.9020 -0.4845
H 1.8423 -3.3301 -1.0240
H 0.3413 -3.9819 -1.5648
H 1.7166 -3.9899 1.9846
H 1.1295 -2.3689 2.3262
H 2.4179 -2.6619 1.0453
```

HOMO (spin up / spin down): -6.7 / -7.7 eV
E_tot: -2771.533877 Ha
Gap between HOMO and LUMO (spin up / spin down): 6.90 / 7.91 eV
Largest force on an atom: 0.0491 hartree/bohr
2S+1: 5
Lowest unoccupied orbital energy (spin up / spin down): 0.008 / 0.007 Eh

---

4.
Molecular formula: C4H10O2S2
Method: DFT, ωB97M-V with the def2-TZVPD basis set

XYZ file:
```
18
Properties=species:S:1:pos:R:3
C -1.1531 -0.6388 0.2830
C -2.0228 -0.3669 1.4728
O -3.2053 -0.0148 1.3442
C 0.2674 -1.2125 0.2789
S 0.9222 -1.6073 1.8728
S 1.0764 1.7701 -1.4436
C 1.0114 1.8570 0.3715
H -1.5407 -0.1284 -0.6093
H -1.9433 -1.4581 0.6814
H -1.5938 -0.5972 2.4368
H 0.0682 -2.2487 -0.1801
H 1.0445 -0.7491 -0.3404
H 1.3875 0.9050 0.7846
H 1.6048 2.7067 0.7245
H 0.0050 2.0087 0.7958
H 0.6900 0.0541 -4.5249
H 0.8388 0.5394 -2.9838
O 0.5303 -0.2011 -3.6132
```

HOMO: -8.8 eV
E_tot: -1104.988607 Ha
Gap between HOMO and LUMO: 3.89 eV
Largest force on an atom: 0.0647 hartree/bohr
2S+1: 1
Lowest unoccupied orbital energy: -0.179 Eh

---

5.
Molecular formula: C12H17N2S2Te4V
Method: DFT, ωB97M-V with the def2-TZVPD basis set

XYZ file:
```
38
Properties=species:S:1:pos:R:3
V 0.4287 0.4182 0.4098
C -2.1165 1.6256 1.8294
N -1.6792 0.9204 0.6131
C -2.0164 1.7650 -0.5481
C -2.3732 -0.3895 0.5156
C -1.8484 -1.1480 -0.6733
C -2.6641 -1.7373 -1.5633
C -2.1193 -2.4414 -2.7200
C -0.8809 -2.1653 -3.1343
C -0.1733 -1.0655 -2.3946
C -0.3498 -1.0899 -0.8745
H -3.1849 1.8620 1.7645
H -1.5502 2.5514 1.9269
H -1.9147 1.0078 2.6992
H -3.0974 1.9401 -0.6012
H -1.6965 1.2902 -1.4733
H -1.5054 2.7224 -0.4533
H -3.4565 -0.2324 0.4336
H -2.1641 -0.9224 1.4443
H -3.7388 -1.7118 -1.4202
H -2.7239 -3.1804 -3.2299
H -0.4365 -2.6673 -3.9845
H -0.5830 -0.1040 -2.7464
Te 0.4355 -3.0429 -0.1911
Te 2.8917 -2.5535 -1.2304
Te 1.8610 -0.7265 -2.9544
Te 1.9858 1.6174 -1.6556
S 0.2717 -0.5819 2.6046
C 1.6994 0.1220 1.9155
N 2.9665 -0.5094 1.9539
C 3.9618 0.3759 1.3830
C 3.6565 1.8615 1.7322
S 1.9196 1.9326 2.2564
H 3.1929 -0.8179 2.8917
H 3.9446 0.2669 0.2979
H 4.9541 0.0912 1.7332
H 3.8450 2.5051 0.8739
H 4.2583 2.2119 2.5697
```

HOMO (spin up / spin down): -6.8 / -6.7 eV
E_tot: -3389.370541 Ha
Gap between HOMO and LUMO (spin up / spin down): 5.79 / 5.61 eV
Largest force on an atom: 0.0167 hartree/bohr
2S+1: 3
Lowest unoccupied orbital energy (spin up / spin down): -0.037 / -0.038 Eh

---

- Which formula does entry 2 have?
  C20H16N4O2S

---

- Which of these has the highest E_tot?
  C3H7ClN2

---

Please write out number 4 again, unchanged.
Molecular formula: C4H10O2S2
Method: DFT, ωB97M-V with the def2-TZVPD basis set

XYZ file:
```
18
Properties=species:S:1:pos:R:3
C -1.1531 -0.6388 0.2830
C -2.0228 -0.3669 1.4728
O -3.2053 -0.0148 1.3442
C 0.2674 -1.2125 0.2789
S 0.9222 -1.6073 1.8728
S 1.0764 1.7701 -1.4436
C 1.0114 1.8570 0.3715
H -1.5407 -0.1284 -0.6093
H -1.9433 -1.4581 0.6814
H -1.5938 -0.5972 2.4368
H 0.0682 -2.2487 -0.1801
H 1.0445 -0.7491 -0.3404
H 1.3875 0.9050 0.7846
H 1.6048 2.7067 0.7245
H 0.0050 2.0087 0.7958
H 0.6900 0.0541 -4.5249
H 0.8388 0.5394 -2.9838
O 0.5303 -0.2011 -3.6132
```

HOMO: -8.8 eV
E_tot: -1104.988607 Ha
Gap between HOMO and LUMO: 3.89 eV
Largest force on an atom: 0.0647 hartree/bohr
2S+1: 1
Lowest unoccupied orbital energy: -0.179 Eh